No. 1
{
  "formula": "C7H16N4",
  "method": "the ωB97M-V functional and the def2-TZVPD basis",
  "homo_ha": -0.6533,
  "de_lowest_kj_mol": 226.0,
  "multiplicity": 1,
  "energy_ha": -494.66041,
  "total_charge": 2,
  "fmax_ev_per_a": 5.9,
  "molar_mass_g_mol": 156.23,
  "orbital_gap_ev": 11.4,
  "symbols": ["C", "C", "C", "C", "C", "C", "C", "N", "N", "N", "N", "H", "H", "H", "H", "H", "H", "H", "H", "H", "H", "H", "H", "H", "H", "H", "H"],
  "positions_angstrom": [[1.55175, 0.63076, -0.63544], [-3.37389, -0.23013, -0.51542], [-1.97661, 0.51320, 1.24520], [-2.08032, 0.27994, -0.04701], [2.50315, 0.01877, 0.27458], [2.24808, -1.47069, 0.64461], [3.00804, 0.89273, 1.29677], [0.65954, 1.12839, -1.23821], [-4.04703, -1.06253, 0.22329], [-3.82437, 0.13181, -1.65283], [3.14349, 0.23009, -1.03465], [-2.81613, 0.39045, 1.89482], [-1.03979, 0.93975, 1.53641], [-1.33731, 0.46310, -0.87701], [3.13244, -2.07974, 0.81122], [1.67001, -1.83301, -0.14308], [1.72627, -1.53548, 1.61250], [2.84674, 0.48849, 2.35366], [2.44875, 1.76523, 1.43697], [3.99505, 1.23581, 1.07884], [0.87827, 1.61497, -2.15466], [-3.53418, -1.53972, 0.93074], [-4.89056, -1.55080, -0.11241], [-3.18975, 0.51393, -2.44161], [-4.82289, -0.14099, -1.99659], [3.18937, -0.64462, -1.50886], [3.93188, 0.85030, -0.98183]],
  "forces_ev_per_angstrom": [[2.03, -1.04, 0.75], [1.03, -0.48, 0.60], [1.00, 0.54, -0.79], [-0.23, -0.55, -1.66], [-1.87, -2.36, -0.07], [0.53, 1.47, 1.26], [0.20, 0.34, 3.76], [-0.70, 1.95, -2.10], [-1.35, -1.17, 0.36], [-2.03, 1.01, -5.45], [-0.44, 0.20, 0.21], [-0.05, -0.04, 0.60], [0.18, 0.20, 0.87], [-0.84, -0.07, 1.55], [0.45, 0.33, -0.39], [-1.06, -1.31, -1.05], [-0.19, 0.23, -0.56], [0.99, -0.03, -1.51], [-1.01, 1.66, -0.42], [0.98, -0.15, 0.37], [-0.49, -0.91, 1.16], [0.02, -0.17, 0.71], [0.63, 0.58, 0.27], [-1.57, -0.49, 2.22], [2.58, 0.53, 0.84], [0.70, -0.40, -0.97], [0.51, 0.12, -0.56]],
  "lowdin_charge": [-0.104, -0.437, 0.098, -0.087, -0.486, 0.046, 0.009, 0.247, 0.224, 0.200, 0.225, 0.090, 0.072, 0.091, 0.113, 0.066, 0.111, 0.149, 0.086, 0.105, 0.176, 0.131, 0.168, 0.194, 0.204, 0.150, 0.159]
}



No. 2
{
  "formula": "C13H34AsF6N4O5Rb",
  "method": "the ωB97M-V functional and the def2-TZVPD basis",
  "homo_ha": -0.3050,
  "multiplicity": 1,
  "energy_ha": -3969.92117,
  "total_charge": 0,
  "fmax_ev_per_a": 4.7,
  "molar_mass_g_mol": 600.82,
  "orbital_gap_ev": 6.4,
  "symbols": ["Rb", "As", "F", "F", "F", "F", "F", "F", "C", "O", "C", "C", "N", "C", "C", "O", "C", "H", "H", "H", "H", "H", "H", "H", "H", "H", "H", "H", "H", "H", "H", "H", "C", "O", "C", "C", "N", "C", "C", "O", "C", "H", "H", "H", "H", "H", "H", "H", "H", "H", "H", "H", "H", "H", "H", "H", "C", "O", "N", "N", "H", "H", "H", "H"],
  "positions_angstrom": [[0.14880, 1.22564, 2.22549], [5.53314, -1.29971, 5.56949], [3.69960, -1.00072, 5.65916], [5.87833, 0.29186, 6.47534], [7.27234, -1.67926, 5.33414], [5.19393, -2.84402, 4.81956], [5.47600, -0.41110, 4.00366], [5.31297, -2.13320, 7.12555], [0.64597, 5.64176, 4.36609], [-0.26253, 6.46708, 3.65510], [-1.44544, 6.87182, 4.38173], [-2.44791, 5.76958, 4.72409], [-3.21282, 5.42843, 3.49201], [-4.58773, 5.03823, 3.82340], [-5.37578, 6.28475, 4.30498], [-5.16054, 7.53034, 3.51775], [-5.84036, 7.49331, 2.29432], [0.31114, 5.12480, 5.26539], [1.52562, 6.21235, 4.66398], [1.11700, 4.92612, 3.69223], [-1.98378, 7.56876, 3.73944], [-1.24326, 7.54598, 5.21403], [-3.16435, 6.22936, 5.40484], [-1.97859, 4.91164, 5.20553], [-3.20466, 6.20875, 2.85080], [-4.57375, 4.30260, 4.62760], [-5.01501, 4.55703, 2.94363], [-5.08384, 6.67738, 5.27900], [-6.38709, 5.87932, 4.27343], [-5.43810, 6.63196, 1.76107], [-5.71153, 8.41125, 1.72082], [-6.89344, 7.42734, 2.56776], [1.54568, -4.96889, -2.58157], [2.69233, -5.12097, -3.32791], [2.98932, -6.49148, -3.78376], [4.38383, -6.45217, -4.47389], [4.35169, -6.03550, -5.90492], [4.70368, -4.63579, -6.20844], [4.81898, -4.43495, -7.75122], [3.51756, -4.38298, -8.25294], [3.45080, -4.29213, -9.63916], [0.68890, -4.92682, -3.25406], [1.49910, -4.00990, -2.06553], [1.44989, -5.65123, -1.73699], [2.27387, -6.91006, -4.49161], [3.14030, -7.15011, -2.92849], [4.83114, -7.42559, -4.67507], [5.04552, -5.89252, -3.81278], [4.76391, -6.67751, -6.56673], [5.69284, -4.49481, -5.77282], [4.11546, -3.91868, -5.63586], [5.45307, -5.18217, -8.22838], [5.37872, -3.50246, -7.82370], [4.17130, -3.51065, -9.88057], [2.49114, -3.92424, -10.00223], [3.87337, -5.14451, -10.17111], [-5.89150, -1.66745, 0.48977], [-4.81636, -1.14798, 0.59094], [-6.72669, -1.72689, 1.46899], [-6.31496, -2.47464, -0.48719], [-7.30060, -2.54956, 1.35092], [-6.35789, -1.42704, 2.36016], [-5.72769, -2.42555, -1.30743], [-7.29102, -2.73414, -0.47781]],
  "forces_ev_per_angstrom": [[0.13, -0.06, 0.13], [-1.04, 0.81, 0.65], [1.82, 0.07, -0.21], [-0.39, -2.33, -1.44], [-1.70, 0.79, 0.65], [0.00, 0.67, -0.23], [0.24, -0.76, 1.34], [0.84, 0.86, -0.92], [1.04, 0.46, -0.14], [-0.93, -0.34, 0.81], [0.16, 0.18, -0.43], [-0.29, 1.09, -1.27], [0.81, -1.55, 0.84], [1.24, 1.61, -0.31], [0.25, 0.71, -0.93], [0.24, -1.38, 1.26], [-0.21, -0.25, 0.36], [-0.59, 0.06, -0.14], [-0.08, 0.46, 0.32], [-0.50, -0.33, -0.30], [0.14, -0.12, -0.51], [0.62, -0.51, 0.57], [0.28, -0.05, 0.55], [-0.14, -0.17, -0.15], [-0.12, 0.10, 0.15], [-0.05, -0.03, 0.05], [-0.33, 0.16, 0.05], [-0.25, -0.72, 0.14], [-0.66, 0.99, 0.25], [-0.59, -0.04, -0.67], [0.36, -0.02, 0.18], [-0.35, -0.40, -0.70], [-1.02, 0.51, 0.37], [1.49, -1.37, -0.86], [1.49, 1.04, -0.04], [-0.60, -0.31, -1.96], [-1.11, 1.53, 0.82], [1.19, -1.77, -0.38], [-0.41, 0.64, 2.35], [-0.71, -0.52, 0.32], [1.50, 1.35, -0.45], [-0.50, -0.61, 0.19], [0.66, 0.42, -0.28], [-0.17, -0.70, -0.29], [-0.37, 0.31, 0.15], [-0.49, 0.00, 0.33], [-0.37, -0.56, 1.33], [0.28, 0.32, -0.26], [0.20, 0.06, 0.44], [0.63, 0.39, -0.22], [-0.69, -0.09, -0.64], [-0.13, -0.50, 0.02], [-0.20, 0.54, -0.66], [0.05, 0.51, -0.61], [-0.13, -0.60, 0.28], [-0.59, -0.60, 0.04], [1.64, -1.02, -0.54], [2.12, 1.52, -0.84], [-3.18, 0.22, 3.51], [0.55, -0.39, -2.38], [-0.31, 0.38, 1.41], [-0.46, -0.32, 0.01], [-0.70, -0.39, -0.27], [0.41, 0.04, -0.87]],
  "lowdin_charge": [0.925, 0.919, -0.368, -0.335, -0.294, -0.290, -0.322, -0.296, -0.114, -0.171, -0.191, -0.186, -0.072, -0.204, -0.168, -0.213, -0.121, 0.085, 0.086, 0.072, 0.119, 0.123, 0.099, 0.109, 0.087, 0.118, 0.106, 0.111, 0.112, 0.082, 0.091, 0.089, -0.161, -0.196, -0.163, -0.187, -0.079, -0.184, -0.234, -0.177, -0.125, 0.086, 0.077, 0.086, 0.117, 0.111, 0.112, 0.114, 0.096, 0.101, 0.118, 0.120, 0.115, 0.077, 0.092, 0.087, -0.800, 0.044, 0.153, 0.151, 0.110, 0.126, 0.118, 0.108]
}



No. 3
{
  "formula": "C19H30Br6Cl10O6",
  "method": "the ωB97M-V functional and the def2-TZVPD basis",
  "homo_ha": -0.3683,
  "multiplicity": 1,
  "energy_ha": -21239.27977,
  "total_charge": 0,
  "fmax_ev_per_a": 4.7,
  "molar_mass_g_mol": 1188.40,
  "orbital_gap_ev": 10.1,
  "symbols": ["O", "C", "O", "C", "C", "C", "H", "H", "H", "H", "H", "H", "O", "C", "O", "C", "C", "C", "H", "H", "H", "H", "H", "H", "O", "C", "O", "C", "C", "C", "H", "H", "H", "H", "H", "H", "C", "Cl", "Cl", "H", "H", "C", "Cl", "Cl", "H", "H", "C", "Cl", "Cl", "H", "H", "C", "Cl", "Cl", "H", "H", "C", "Cl", "Cl", "H", "H", "C", "Br", "Br", "Br", "H", "C", "Br", "Br", "Br", "H"],
  "positions_angstrom": [[-1.62696, -1.25441, -0.61287], [-0.77489, -0.55801, -0.17054], [-0.43202, -0.59537, 1.11922], [0.48870, 0.48179, 1.44520], [0.54609, 1.38030, 0.20971], [0.04764, 0.47223, -0.90967], [1.44816, 0.04445, 1.71451], [0.05746, 0.98746, 2.30814], [1.54760, 1.77062, 0.01126], [-0.05434, 2.28922, 0.28691], [0.87296, -0.02407, -1.42321], [-0.58895, 0.94917, -1.64583], [2.72607, 1.19463, 1.03614], [3.05841, 0.37561, 0.24053], [4.35134, 0.13979, -0.06008], [4.47955, -0.97647, -0.97917], [3.12897, -1.71051, -0.91648], [2.18747, -0.55343, -0.56782], [5.33939, -1.56514, -0.69267], [4.60701, -0.52346, -1.96570], [3.14610, -2.45480, -0.12034], [2.91223, -2.17407, -1.87471], [1.26228, -0.80828, -0.06020], [1.89918, -0.00197, -1.47412], [-0.20698, -6.25356, 3.71583], [-0.64499, -5.18589, 3.40272], [-0.38314, -4.05897, 4.11137], [-1.06706, -2.95760, 3.50355], [-2.24272, -3.58313, 2.77048], [-1.58348, -4.83963, 2.25712], [-0.42871, -2.44684, 2.77508], [-1.36596, -2.21636, 4.23657], [-2.62448, -2.94271, 1.97155], [-3.07986, -3.76513, 3.44650], [-0.96029, -4.57686, 1.39918], [-2.23640, -5.67725, 2.04894], [0.73683, 5.64905, 1.92825], [1.74293, 6.79220, 1.04443], [-0.66720, 5.11866, 1.01466], [1.32532, 4.77950, 2.20186], [0.43176, 6.13740, 2.84752], [-2.28002, 1.32354, 4.54480], [-2.94599, 0.02633, 3.55560], [-2.24247, 2.85945, 3.68072], [-2.93446, 1.46272, 5.39447], [-1.28655, 1.05044, 4.87231], [-1.80742, 3.54383, -3.73658], [-1.17828, 4.07761, -5.29273], [-0.54198, 3.51407, -2.49773], [-2.57612, 4.22881, -3.40393], [-2.21089, 2.54645, -3.85795], [-2.01703, -4.13257, -1.32102], [-2.77672, -3.48679, -2.77599], [-1.77850, -5.87801, -1.41174], [-1.04300, -3.67941, -1.20894], [-2.63400, -3.88608, -0.46767], [0.80873, 1.05802, -5.42820], [-0.85656, 0.52816, -5.47556], [1.55513, 0.69528, -3.86649], [1.36362, 0.52252, -6.18781], [0.85448, 2.12160, -5.61643], [4.75430, 3.43835, -0.36727], [6.30067, 2.71032, -1.23890], [3.22880, 3.27226, -1.50725], [5.02612, 5.29395, 0.10012], [4.63157, 2.89698, 0.55685], [-4.84870, -0.68179, -1.38619], [-4.58835, -0.70594, 0.51565], [-4.52304, 1.05620, -2.11342], [-6.64560, -1.24632, -1.77712], [-4.18278, -1.38812, -1.85541]],
  "forces_ev_per_angstrom": [[-0.96, -1.27, -0.59], [0.43, 1.16, -0.41], [-0.01, 0.09, 0.62], [-0.95, -0.04, 0.61], [-0.62, 0.73, -1.29], [-3.15, 1.08, -0.53], [-1.02, -0.07, 0.30], [0.08, 0.05, 0.05], [-1.74, 0.04, -0.26], [-0.49, -0.34, 0.22], [-4.57, 0.99, -0.45], [-0.24, 0.18, 0.07], [3.92, 0.70, 1.33], [1.46, -1.07, -0.33], [0.04, -0.23, 0.27], [-0.74, 0.57, -0.30], [0.51, 0.51, 0.31], [3.00, -1.62, 0.46], [0.14, -0.01, 0.06], [0.26, -0.21, -0.02], [-0.10, -0.10, -0.07], [-0.16, -0.15, 0.06], [1.46, -0.76, -0.01], [3.23, -0.46, 0.34], [0.07, 0.14, -0.11], [-0.10, -0.33, 0.10], [0.11, 0.15, 0.03], [-0.32, 0.55, -0.43], [-0.37, 0.59, -0.24], [0.13, -0.15, 0.43], [0.19, -0.17, 0.14], [0.12, -0.23, 0.35], [0.14, 0.07, 0.04], [0.11, -0.25, 0.08], [-0.05, -0.28, -0.16], [0.03, -0.10, -0.24], [0.26, -0.03, 0.57], [0.02, 0.03, -0.13], [-0.14, -0.01, -0.05], [0.08, -0.05, -0.27], [-0.28, 0.05, -0.12], [-0.34, 0.12, 0.25], [0.03, -0.11, -0.08], [0.22, 0.08, -0.14], [-0.02, -0.08, 0.09], [0.14, 0.02, -0.12], [-0.04, -0.06, 0.17], [-0.03, 0.15, -0.13], [-0.04, 0.07, -0.01], [0.00, 0.12, -0.06], [0.09, -0.10, 0.03], [0.19, 0.09, 0.09], [-0.07, 0.00, -0.12], [-0.08, -0.15, 0.03], [0.03, 0.14, -0.08], [-0.12, -0.06, 0.02], [0.25, -0.11, -0.25], [-0.37, -0.11, -0.03], [0.29, 0.13, -0.10], [0.01, -0.08, -0.01], [-0.05, 0.14, 0.20], [0.39, 0.43, -0.10], [0.23, -0.05, -0.05], [-0.24, -0.05, -0.10], [0.07, -0.13, 0.04], [-0.34, -0.19, 0.00], [-0.38, -0.11, 0.24], [0.09, 0.03, 0.05], [0.20, 0.22, -0.11], [-0.11, -0.11, -0.18], [0.23, 0.00, 0.07]],
  "lowdin_charge": [0.062, -0.496, -0.001, -0.107, -0.146, -0.158, 0.116, 0.118, 0.038, 0.088, 0.001, 0.081, 0.021, -0.492, 0.001, -0.114, -0.082, -0.108, 0.127, 0.125, 0.125, 0.121, 0.106, 0.049, 0.126, -0.480, 0.032, -0.182, -0.163, -0.087, 0.112, 0.088, 0.085, 0.126, 0.116, 0.126, -1.035, 0.502, 0.513, 0.026, 0.026, -1.013, 0.545, 0.516, 0.022, 0.028, -1.010, 0.537, 0.544, 0.029, -0.028, -1.053, 0.559, 0.532, 0.011, 0.014, -1.001, 0.553, 0.586, 0.027, -0.005, -1.613, 0.602, 0.655, 0.574, -0.033, -1.645, 0.587, 0.592, 0.574, -0.093]
}



No. 4
{
  "formula": "C3H12O2S",
  "method": "the ωB97M-V functional and the def2-TZVPD basis",
  "homo_ha": -0.3019,
  "de_lowest_kj_mol": 124.6,
  "multiplicity": 1,
  "energy_ha": -670.11621,
  "total_charge": 0,
  "fmax_ev_per_a": 2.9,
  "smiles": "CCSC.O.O",
  "molar_mass_g_mol": 112.19,
  "orbital_gap_ev": 8.8,
  "symbols": ["C", "C", "S", "C", "H", "H", "H", "H", "H", "H", "H", "H", "H", "H", "O", "H", "H", "O"],
  "positions_angstrom": [[0.04499, 1.19389, 1.12726], [-0.04172, 0.71150, -0.31820], [-1.67012, 0.07298, -0.86803], [-2.64062, -0.15175, 0.59726], [1.02875, 1.63204, 1.23557], [-0.71531, 1.91590, 1.35598], [-0.24099, 0.42920, 1.76268], [0.33853, 1.46339, -1.01497], [0.69817, -0.14091, -0.45525], [-2.48909, 0.74686, 1.27007], [-2.21764, -1.14986, 1.09852], [-3.70684, -0.29651, 0.29425], [1.27054, -2.61146, 1.11793], [0.55557, -1.38629, 0.60986], [1.48517, -1.80754, 0.59483], [4.31546, 0.65890, -0.97410], [3.76191, -0.28422, 0.01707], [3.50821, 0.22421, -0.70322]],
  "forces_ev_per_angstrom": [[-0.23, 1.14, -2.07], [1.13, -1.37, -0.01], [0.25, 0.57, -1.42], [0.94, -1.36, 1.89], [0.15, -0.21, 0.64], [-0.21, 0.98, -0.21], [0.37, -1.79, 1.62], [-0.56, 0.07, 0.02], [-0.89, 1.37, -0.03], [-0.62, -1.29, -0.57], [-1.37, 2.20, -0.53], [0.99, 0.20, 0.36], [0.66, 0.46, -0.48], [2.24, -0.79, -0.21], [-2.76, -0.21, 1.01], [0.19, 0.22, -0.22], [0.45, -1.68, 2.18], [-0.73, 1.49, -1.97]],
  "lowdin_charge": [-0.154, -0.552, 0.761, -0.480, 0.085, 0.059, 0.032, 0.071, 0.038, 0.036, 0.067, 0.038, 0.055, 0.039, -0.096, 0.035, -0.013, -0.022]
}